[1]
The molecule C19H27FN4O2 in a non-equilibrium geometry. Source: the OMol25 dataset; level of theory: ωB97M-V/def2-TZVPD.

Energy above the lowest of the compared OMol25 structures with the same formula, charge and spin in kJ/mol: 1513.3
SMILES string: CC(=O)NCCCCc1cc(CCF)c(C[C@@H](O)CN)c2nccnc12
Strongest force on any atom in eV/A: 8.5
HOMO energy in eV: -8.109
HOMO-LUMO gap in eV: 6.79

ORCA input file:
```
! wB97M-V def2-TZVPD RIJCOSX def2/J DEFGRID3
* xyz 0 1
C -4.616 1.656 -0.601
C -5.117 0.670 -1.811
O -5.374 1.268 -3.004
N -5.345 -0.823 -1.727
C -4.361 -1.521 -0.815
C -2.782 -1.316 -1.206
C -2.064 -2.684 -1.831
C -0.548 -2.359 -2.459
C 0.231 -1.329 -1.447
C 0.649 -1.893 0.045
C 1.390 -0.897 1.129
C 1.738 -1.520 2.606
C 0.650 -2.700 3.076
F -0.769 -2.293 2.852
C 1.678 0.651 0.639
C 2.368 1.711 1.683
C 3.926 2.099 1.351
O 3.992 3.574 1.083
C 4.782 1.777 2.751
N 4.611 0.314 3.199
C 1.263 1.215 -0.873
N 1.580 2.654 -1.168
C 1.121 3.070 -2.537
C 0.413 2.040 -3.580
N 0.102 0.589 -3.339
C 0.533 0.234 -1.945
H -4.183 2.635 -1.130
H -3.701 1.204 -0.002
H -5.477 2.045 0.107
H -6.280 -0.917 -1.227
H -4.540 -1.121 0.286
H -4.551 -2.697 -0.755
H -2.577 -0.469 -2.002
H -2.240 -0.944 -0.209
H -2.032 -3.579 -1.077
H -2.717 -2.984 -2.781
H -0.608 -1.980 -3.583
H 0.068 -3.374 -2.495
H 0.397 -3.026 0.309
H 2.786 -2.087 2.545
H 1.786 -0.717 3.475
H 0.736 -2.928 4.243
H 0.924 -3.668 2.437
H 1.743 2.723 1.589
H 2.212 1.346 2.799
H 4.332 1.502 0.430
H 4.113 3.722 0.095
H 5.940 2.007 2.613
H 4.319 2.490 3.587
H 4.340 -0.272 2.353
H 3.768 0.227 3.840
H 1.282 4.197 -2.873
H 0.106 2.482 -4.645
*
```

[2]
A cluster of 7 separate species, C42H54N7O2 in total in a non-equilibrium geometry. Source: the OMol25 dataset; level of theory: ωB97M-V/def2-TZVPD.

Strongest force on any atom in eV/A: 2.1
HOMO energy in eV: -4.257
HOMO-LUMO gap in eV: 6.03

ORCA input file:
```
! wB97M-V def2-TZVPD RIJCOSX def2/J DEFGRID3
* xyz -1 1
C 3.748 -1.166 0.491
C 4.265 -1.281 -0.987
C 3.103 -1.371 -2.053
C 2.974 -0.010 -2.829
C 2.163 1.013 -1.947
C 2.985 2.259 -1.494
C 2.161 3.401 -0.801
C 0.863 2.922 -0.045
C -0.337 2.963 -1.058
C -1.408 1.838 -0.879
N -0.889 0.555 -0.394
C -2.050 -0.377 -0.234
C -2.258 -1.291 -1.476
O -2.190 -0.857 -2.632
O -2.516 -2.515 -1.236
H 4.634 -0.946 1.123
H 2.984 -0.371 0.618
H 3.325 -2.133 0.825
H 4.830 -0.345 -1.205
H 4.914 -2.177 -1.065
H 3.324 -2.194 -2.765
H 2.167 -1.633 -1.522
H 3.968 0.390 -3.112
H 2.368 -0.239 -3.735
H 1.797 0.486 -1.041
H 1.246 1.271 -2.517
H 3.851 1.915 -0.883
H 3.441 2.685 -2.424
H 1.941 4.244 -1.495
H 2.831 3.844 -0.021
H 1.088 1.920 0.363
H 0.690 3.661 0.770
H -0.860 3.937 -0.898
H 0.089 3.008 -2.078
H -1.824 1.637 -1.895
H -2.284 2.223 -0.289
H -0.568 0.684 0.569
H -2.957 0.195 0.077
H -1.784 -1.043 0.620
N 4.400 -3.457 2.488
C 3.944 -3.456 3.742
C 4.380 -4.334 4.723
C 5.343 -5.271 4.384
C 5.830 -5.291 3.087
C 5.329 -4.366 2.184
H 3.189 -2.707 3.960
H 3.975 -4.285 5.726
H 5.710 -5.977 5.121
H 6.582 -6.008 2.783
H 5.682 -4.341 1.157
N -4.985 -4.647 3.741
C -4.335 -5.499 2.941
C -3.600 -5.109 1.832
C -3.533 -3.758 1.527
C -4.200 -2.858 2.342
C -4.905 -3.350 3.429
H -4.418 -6.546 3.216
H -3.092 -5.845 1.222
H -2.967 -3.409 0.664
H -4.173 -1.795 2.137
H -5.440 -2.681 4.097
N -3.100 4.573 1.110
C -4.119 3.777 1.446
C -4.801 3.862 2.650
C -4.402 4.825 3.562
C -3.347 5.661 3.237
C -2.735 5.495 2.004
H -4.393 3.036 0.701
H -5.621 3.191 2.866
H -4.908 4.923 4.515
H -3.005 6.425 3.923
H -1.906 6.128 1.704
N -5.066 5.181 -4.516
C -3.766 5.392 -4.290
C -3.190 5.388 -3.030
C -4.007 5.155 -1.936
C -5.359 4.934 -2.145
C -5.834 4.955 -3.447
H -3.165 5.573 -5.176
H -2.129 5.563 -2.908
H -3.596 5.144 -0.931
H -6.031 4.748 -1.317
H -6.885 4.784 -3.659
N -3.911 5.676 -10.355
C -3.542 6.453 -9.333
C -3.929 6.235 -8.020
C -4.749 5.151 -7.747
C -5.146 4.333 -8.793
C -4.700 4.637 -10.070
H -2.903 7.290 -9.594
H -3.597 6.897 -7.231
H -5.075 4.948 -6.732
H -5.786 3.478 -8.622
H -4.981 4.023 -10.920
N 6.942 -7.611 6.489
C 6.265 -8.311 7.403
C 6.617 -9.586 7.815
C 7.734 -10.174 7.245
C 8.452 -9.468 6.293
C 8.017 -8.196 5.955
H 5.396 -7.811 7.818
H 6.031 -10.105 8.561
H 8.042 -11.170 7.538
H 9.330 -9.893 5.825
H 8.548 -7.604 5.217
*
```

[3]
A structure of composition C6H10N3 in a non-equilibrium geometry. Source: the OMol25 dataset; level of theory: ωB97M-V/def2-TZVPD.

Energy above the lowest of the compared OMol25 structures with the same formula, charge and spin in kJ/mol: 552.4
Strongest force on any atom in eV/A: 4.5
HOMO energy (alpha / beta) in eV: -13.737 / -13.737
HOMO-LUMO gap (alpha / beta) in eV: 7.98 / 7.98

ORCA input file:
```
! wB97M-V def2-TZVPD RIJCOSX def2/J DEFGRID3
* xyz 1 1
C 2.821 -0.822 0.353
C 3.086 0.512 0.111
C 1.072 -0.015 -0.198
C -1.650 -1.139 0.754
C -1.850 -1.126 -0.664
C -1.787 1.337 -0.021
N 1.494 -1.170 0.113
N 1.850 1.036 -0.193
N -1.215 0.006 -0.042
H 3.450 -1.696 0.419
H 3.973 1.094 -0.017
H -2.488 -1.131 1.479
H -0.789 -1.790 1.049
H -1.117 -1.558 -1.441
H -2.835 -0.850 -1.117
H -2.046 1.752 -1.013
H -2.707 1.355 0.418
H -1.029 2.101 0.355
H 1.768 2.106 -0.345
*
```

[4]
The ion C3H3N2O2 with charge -1 in a non-equilibrium geometry. Source: the OMol25 dataset; level of theory: ωB97M-V/def2-TZVPD.

Energy above the lowest of the compared OMol25 structures with the same formula, charge and spin in kJ/mol: 290.7
SMILES string: O=C([O-])n1cc[nH]1
Strongest force on any atom in eV/A: 6.7
HOMO energy in eV: -4.001
HOMO-LUMO gap in eV: 8.11

ORCA input file:
```
! wB97M-V def2-TZVPD RIJCOSX def2/J DEFGRID3
* xyz -1 1
O 2.261 1.094 -0.097
C 1.626 0.060 -0.023
O 1.843 -1.020 -0.611
N 0.449 0.167 0.747
C -0.678 0.966 -0.063
C -1.512 -0.119 -0.028
N -0.517 -0.929 0.718
H -0.714 1.823 -0.571
H -2.586 -0.224 -0.364
H -0.172 -1.817 0.292
*
```

[5]
A structure of composition C4H10NO in a non-equilibrium geometry. Source: the OMol25 dataset; level of theory: ωB97M-V/def2-TZVPD.

Energy above the lowest of the compared OMol25 structures with the same formula, charge and spin in kJ/mol: 570.2
Strongest force on any atom in eV/A: 2.7
HOMO energy (alpha / beta) in eV: -8.801 / -8.799
HOMO-LUMO gap (alpha / beta) in eV: 8.86 / 6.94

ORCA input file:
```
! wB97M-V def2-TZVPD RIJCOSX def2/J DEFGRID3
* xyz 0 2
C -1.490 0.392 -0.056
C 0.002 0.687 0.222
C 0.829 -0.600 0.444
C 0.604 -1.758 -0.600
O -0.604 -2.347 -0.588
N 0.275 2.526 0.612
H -2.107 1.271 0.125
H -1.802 -0.362 0.671
H -1.693 -0.030 -1.041
H 0.365 1.265 -0.632
H 0.659 -0.961 1.461
H 1.884 -0.314 0.349
H 1.439 -2.455 -0.448
H 0.797 -1.253 -1.566
H 0.042 1.083 1.257
H 0.800 2.857 -0.210
*
```

[6]
A structure of composition C24H26N7STc. Source: the OMol25 dataset; level of theory: ωB97M-V/def2-TZVPD.

Energy above the lowest of the compared OMol25 structures with the same formula, charge and spin in kJ/mol: 0.0
Strongest force on any atom in eV/A: 0.1
HOMO energy (alpha / beta) in eV: -17.175 / -17.270
HOMO-LUMO gap (alpha / beta) in eV: 7.08 / 6.24

ORCA input file:
```
! wB97M-V def2-TZVPD RIJCOSX def2/J DEFGRID3
* xyz 3 4
Tc 0.323 0.813 -0.401
C -1.908 -2.750 -1.084
C -1.338 -3.192 -2.274
C -0.326 -2.470 -2.897
C 0.122 -1.288 -2.328
C -0.463 -0.851 -1.124
C -1.476 -1.567 -0.495
C 1.194 -0.435 -2.850
C 1.946 -0.673 -3.994
C 2.946 0.210 -4.335
C 3.213 1.346 -3.546
C 4.232 2.274 -3.861
C 4.443 3.362 -3.062
C 3.641 3.568 -1.922
C 2.641 2.687 -1.594
C 2.419 1.561 -2.398
N 1.429 0.652 -2.081
H -2.687 -3.332 -0.610
H -1.682 -4.117 -2.719
H 0.106 -2.842 -3.817
H -1.922 -1.229 0.433
H 1.750 -1.545 -4.600
H 3.543 0.033 -5.222
H 4.838 2.108 -4.743
H 5.222 4.074 -3.300
H 3.816 4.438 -1.302
H 2.025 2.889 -0.717
C -3.702 0.660 -2.413
N -3.680 1.506 -1.213
C -4.789 1.788 -0.446
C -4.409 2.672 0.509
N -3.073 2.905 0.308
C -2.635 2.196 -0.744
S -1.056 2.326 -1.480
H -4.322 -0.209 -2.212
H -2.689 0.346 -2.646
H -4.116 1.226 -3.245
H -5.750 1.348 -0.652
H -4.969 3.149 1.295
H -2.507 3.568 0.820
C 1.321 -2.966 4.635
C 0.303 -1.987 5.209
C -1.108 -2.265 4.702
C 0.712 -0.529 4.986
N 0.737 -0.176 3.540
C 1.697 -0.405 2.631
N 1.257 0.045 1.478
N 0.027 0.531 1.726
N -0.301 0.405 2.955
H 1.070 -3.983 4.931
H 2.333 -2.764 4.992
H 1.321 -2.958 3.539
H 0.308 -2.086 6.298
H -1.154 -2.224 3.608
H -1.835 -1.561 5.107
H -1.416 -3.268 4.994
H 1.715 -0.325 5.360
H 0.012 0.171 5.436
H 2.653 -0.861 2.835
*
```

[7]
A cluster of 6 separate species, C21H25F5N3O15 in total. Source: the OMol25 dataset; level of theory: ωB97M-V/def2-TZVPD.

Strongest force on any atom in eV/A: 0.9
HOMO energy in eV: -12.863
HOMO-LUMO gap in eV: 10.00

ORCA input file:
```
! wB97M-V def2-TZVPD RIJCOSX def2/J DEFGRID3
* xyz 1 1
C -1.335 2.436 3.384
C -0.383 1.926 2.355
N -0.773 1.554 1.213
C 1.085 1.884 2.731
N 1.589 3.236 3.053
C 2.260 3.686 4.158
C 2.505 5.010 3.940
N 1.974 5.318 2.721
C 1.407 4.230 2.200
H -0.959 3.337 3.862
H -2.267 2.683 2.893
H -1.479 1.704 4.173
H 0.038 1.271 0.657
H 1.673 1.503 1.902
H 1.249 1.260 3.603
H 2.507 3.059 4.989
H 3.024 5.703 4.570
H 1.983 6.216 2.268
H 0.901 4.137 1.259
C 4.283 3.265 -0.777
C 4.241 2.536 -2.107
O 3.470 1.381 -1.790
C 2.648 1.704 -0.784
O 1.699 1.078 -0.425
O 3.032 2.862 -0.196
F 5.471 2.155 -2.509
H 5.106 2.913 -0.153
H 4.338 4.345 -0.876
H 3.746 3.078 -2.912
C 1.113 -1.455 1.036
C 2.402 -1.853 1.715
O 1.981 -2.888 2.572
C 0.876 -3.476 2.005
O 0.425 -4.515 2.325
O 0.385 -2.677 1.021
F 2.914 -0.827 2.458
H 0.567 -0.718 1.631
H 1.257 -1.073 0.026
H 3.176 -2.225 1.043
C -2.546 -1.118 -0.039
C -2.908 -2.419 0.622
O -4.293 -2.532 0.339
C -4.521 -1.870 -0.832
O -5.497 -1.970 -1.489
O -3.458 -1.078 -1.141
F -2.725 -2.355 1.971
H -2.726 -0.268 0.620
H -1.515 -1.097 -0.385
H -2.382 -3.279 0.221
C -3.308 -5.968 -2.838
C -2.347 -7.035 -2.362
O -1.200 -6.271 -2.007
C -1.628 -5.037 -1.655
O -0.983 -4.228 -1.071
O -2.905 -4.841 -2.047
F -2.018 -7.904 -3.342
H -3.160 -5.742 -3.894
H -4.352 -6.210 -2.662
H -2.684 -7.595 -1.488
C -1.328 0.559 -3.388
C -1.893 1.815 -4.014
O -0.997 2.812 -3.535
C 0.198 2.214 -3.312
O 1.220 2.800 -3.150
O 0.070 0.875 -3.306
F -3.139 2.090 -3.578
H -1.726 0.403 -2.384
H -1.489 -0.334 -3.984
H -1.886 1.823 -5.104
*
```

[8]
A structure of composition C20H44ClF3O2P2Tm in a non-equilibrium geometry. Source: the OMol25 dataset; level of theory: ωB97M-V/def2-TZVPD.

Strongest force on any atom in eV/A: 3.0
HOMO energy (alpha / beta) in eV: -3.080 / -3.142
HOMO-LUMO gap (alpha / beta) in eV: 5.93 / 5.99

ORCA input file:
```
! wB97M-V def2-TZVPD RIJCOSX def2/J DEFGRID3
* xyz -1 3
Tm 0.073 -0.133 0.035
Cl 1.413 -2.355 -0.188
P 2.339 0.842 0.469
C 3.607 0.183 -0.685
C 2.423 2.645 0.393
C 2.820 0.189 2.126
C 3.146 -0.111 -2.119
H 3.866 -0.789 -0.230
C 4.846 1.065 -0.722
H 4.709 1.923 -1.392
H 5.684 0.474 -1.126
H 5.154 1.436 0.257
H 2.646 -1.083 -2.187
H 4.027 -0.138 -2.776
H 2.465 0.657 -2.502
H 2.857 -0.898 1.925
C 1.799 0.406 3.249
C 4.202 0.654 2.563
H 5.000 0.145 2.017
H 4.336 0.417 3.630
H 4.323 1.737 2.453
H 0.789 0.613 2.872
H 2.094 1.232 3.911
H 1.742 -0.507 3.862
C 1.946 3.172 -0.962
H 3.497 2.822 0.470
C 1.740 3.382 1.544
H 2.627 2.904 -1.778
H 1.888 4.270 -0.925
H 0.946 2.795 -1.218
H 0.724 3.011 1.735
H 1.661 4.449 1.289
H 2.324 3.310 2.470
H 0.532 -0.235 -1.644
H 0.094 -0.854 1.638
P -1.890 -1.625 -0.447
C -1.848 -3.163 0.561
C -3.508 -0.861 -0.204
C -1.634 -2.187 -2.183
C -1.275 -3.046 1.979
H -1.152 -3.805 -0.009
C -3.212 -3.833 0.618
H -3.858 -3.368 1.375
H -3.074 -4.884 0.920
H -3.744 -3.837 -0.335
H -0.182 -3.000 1.968
H -1.568 -3.937 2.554
H -1.657 -2.166 2.509
H -0.691 -2.756 -2.087
C -1.386 -1.076 -3.211
C -2.728 -3.128 -2.667
H -2.660 -4.115 -2.204
H -2.617 -3.270 -3.753
H -3.728 -2.715 -2.494
H -1.178 -0.102 -2.750
H -2.244 -0.955 -3.889
H -0.513 -1.345 -3.828
C -3.679 -0.353 1.233
H -4.180 -1.708 -0.352
C -3.884 0.216 -1.217
H -3.924 -1.166 1.931
H -4.503 0.372 1.268
H -2.770 0.149 1.597
H -3.149 1.029 -1.260
H -4.848 0.659 -0.925
H -4.002 -0.198 -2.224
F -2.562 4.501 -0.985
C -2.180 3.744 0.053
F -1.390 4.482 0.877
F -3.281 3.353 0.750
C -1.389 2.456 -0.447
O -1.245 2.325 -1.662
O -1.004 1.680 0.485
*
```